(1)
# C17H16AlAsCl3N3O7S2

A molecular structure, C17H16AlAsCl3N3O7S2 (the ωB97M-V functional and the def2-TZVPD basis, OMol25).

E_HOMO = -0.2953 hartree
HOMO-LUMO gap = 8.27 eV

Element x y z (Å)
Al: -1.690 -0.418 0.810
S: -4.198 -0.602 0.861
C: -3.689 -0.842 -0.723
N: -2.399 -0.637 -0.993
C: -2.081 -0.848 -2.322
C: -0.844 -0.642 -2.922
C: -0.707 -0.900 -4.274
C: -1.789 -1.347 -5.034
C: -3.032 -1.526 -4.450
C: -3.169 -1.267 -3.094
S: -4.604 -1.361 -2.102
H: -0.023 -0.260 -2.329
H: 0.250 -0.741 -4.754
H: -1.660 -1.545 -6.089
H: -3.878 -1.854 -5.039
O: 2.267 4.158 3.383
C: 2.086 3.271 2.391
O: 2.822 2.332 2.267
C: 0.989 3.573 1.433
C: 0.999 4.490 0.409
N: -0.155 4.305 -0.268
N: -0.920 3.340 0.254
C: -0.238 2.886 1.290
C: -0.780 1.863 2.247
O: -0.410 1.900 3.399
O: -1.670 1.058 1.750
H: 1.516 4.767 3.406
H: 1.732 5.216 0.104
H: -0.490 4.819 -1.065
C: 2.573 -1.238 1.744
As: 1.628 -0.882 0.123
C: 1.741 -2.350 -1.105
C: 2.557 0.594 -0.677
O: 0.071 -0.315 0.351
H: 3.636 -1.137 1.520
H: 2.344 -2.233 2.108
H: 2.287 -0.483 2.471
H: 2.590 -2.966 -0.811
H: 1.883 -1.966 -2.114
H: 0.829 -2.934 -1.032
H: 3.436 0.240 -1.215
H: 2.857 1.273 0.119
H: 1.879 1.109 -1.357
Cl: -2.260 -3.336 4.211
C: -0.642 -2.975 3.611
Cl: 0.458 -4.285 4.035
Cl: -0.061 -1.440 4.300
C: -0.655 -2.725 2.076
O: 0.243 -3.157 1.388
O: -1.627 -1.985 1.710

---

(2)
# C6H12Br2O4

3 unconnected molecules or ions with the total composition C6H12Br2O4 in a non-equilibrium geometry (the ωB97M-V functional and the def2-TZVPD basis, OMol25).

E_HOMO (alpha / beta) = -0.4786 / -0.4786 hartree
2S+1 = 2
HOMO-LUMO gap (alpha / beta) = 8.04 / 2.17 eV
charge = +1

Element x y z (Å)
Br: -0.791 5.057 2.640
C: -2.341 3.812 2.794
C: -2.672 3.423 4.237
Br: -4.324 2.256 4.624
H: -2.072 2.954 2.179
H: -3.068 4.351 2.186
H: -2.979 4.340 4.739
H: -1.825 3.016 4.789
C: 3.326 -2.373 -2.447
C: 1.928 -2.388 -2.940
C: 0.942 -3.022 -1.975
O: -0.057 -2.067 -1.609
C: 0.320 -0.954 -2.141
O: -0.284 0.084 -2.048
O: 1.391 -1.121 -2.888
H: 4.080 -1.762 -2.942
H: 3.649 -3.413 -2.397
H: 3.439 -2.076 -1.404
H: 1.864 -2.902 -3.899
H: 1.513 -3.213 -1.066
H: 0.419 -3.878 -2.401
O: -0.827 -0.305 0.944
H: -0.338 -0.349 0.122
H: -1.291 0.531 0.904

---

(3)
# C6H16

2 unconnected molecules or ions with the total composition C6H16 in a non-equilibrium geometry (the ωB97M-V functional and the def2-TZVPD basis, OMol25).

E_HOMO = -0.3971 hartree
HOMO-LUMO gap = 11.96 eV
energy relative to the best compared isomer or geometry (same formula, charge and spin) = 1.0523 eV
structure (SMILES) = CCC.CCC

Element x y z (Å)
C: 1.158 -2.199 1.149
C: 1.171 -1.794 -0.374
C: -0.185 -2.187 -0.934
H: 0.534 -1.479 1.679
H: 0.810 -3.217 1.164
H: 2.129 -2.105 1.641
H: 1.960 -2.409 -0.814
H: 1.528 -0.764 -0.551
H: -1.177 -1.878 -0.536
H: -0.364 -3.230 -0.614
H: -0.167 -2.049 -2.021
C: 0.421 2.607 -0.365
C: -1.070 2.296 -0.364
C: -1.502 1.377 0.780
H: 1.055 1.873 0.123
H: 0.468 3.567 0.162
H: 0.868 2.768 -1.358
H: -1.750 3.154 -0.501
H: -1.294 1.743 -1.291
H: -0.737 0.713 1.175
H: -1.736 2.031 1.627
H: -2.409 0.746 0.704

---

Taking the records one at a time from the top gives E_tot values of -6003.81320 -5684.39508 -238.15786 hartree.